Entry i
The following is a quantum chemistry calculation of a 9-piece molecular cluster, C5H30N2O9 overall, from the Open Molecules 2025 dataset.

Its LUMO energy (alpha / beta) is -2.787 / -7.712 eV. As for the spin multiplicity: 2. As for the HOMO energy (alpha / beta): -12.298 / -12.240 eV. The charge is +1.

The geometry in XYZ format:
```
46
C5H30N2O9 ωB97M-V with the def2-TZVPD basis set
C -0.352 -0.922 2.353
N 0.076 0.513 2.407
C 0.941 0.838 1.299
C 0.193 1.237 -0.139
O 1.117 1.421 -1.079
C -1.118 -1.282 1.069
N -1.880 -2.427 1.386
C -2.746 -2.983 0.358
H 0.520 -1.579 2.516
H -0.909 -1.014 3.257
H -0.670 1.214 2.398
H 1.640 0.015 1.175
H 1.521 1.848 1.431
H -0.464 0.388 -0.347
H -0.346 2.214 -0.083
H 1.707 2.135 -0.949
H -1.787 -0.414 0.689
H -0.511 -1.614 0.252
H -2.377 -2.458 2.372
H -2.548 -4.077 0.301
H -3.800 -2.842 0.675
H -2.715 -2.555 -0.631
H 2.073 -2.877 -1.319
H 2.662 -1.511 -1.689
O 2.027 -2.232 -2.034
H -1.935 0.584 -2.836
H -2.658 -0.097 -1.700
O -2.688 0.738 -2.237
H -2.330 2.207 -1.281
H -2.154 3.563 -1.793
O -2.128 3.025 -0.975
H 3.062 0.534 -1.394
H 3.284 0.107 -2.758
O 3.598 -0.063 -1.845
H 2.247 4.268 0.908
H 3.452 3.336 1.113
O 2.705 3.526 0.531
H -0.686 -1.014 -2.761
H 0.313 -1.681 -1.892
O -0.561 -1.474 -1.926
H 0.036 4.153 0.759
H 0.788 3.660 1.979
O 0.527 4.419 1.476
H 0.614 -4.332 0.289
H 0.934 -2.850 0.409
O 1.324 -3.644 0.270
```

Entry ii
The following is a quantum chemistry calculation of a 9-piece molecular cluster, C5H30N2O9 overall, from the Open Molecules 2025 dataset.

Its LUMO energy (alpha / beta) is -2.636 / -7.889 eV. As for the spin multiplicity: 2. As for the HOMO energy (alpha / beta): -13.347 / -12.917 eV. The charge is +1.

The geometry in XYZ format:
```
46
C5H30N2O9 ωB97M-V with the def2-TZVPD basis set
C -0.120 -1.494 0.669
N 0.496 -0.822 1.850
C -0.411 -0.665 2.980
O -1.248 0.471 2.713
C 0.345 -0.708 -0.661
C 1.334 -1.638 -1.312
N -0.964 -0.578 -1.436
C -0.830 0.453 -2.473
H 0.208 -2.593 0.502
H -1.255 -1.512 0.802
H 0.955 0.032 1.617
H 0.257 -0.410 3.882
H -1.046 -1.615 3.294
H -2.003 0.105 2.231
H 0.685 0.383 -0.654
H 1.891 -1.257 -2.046
H 0.910 -2.512 -1.999
H 1.961 -2.155 -0.591
H -1.242 -1.512 -1.826
H -1.554 0.259 -3.293
H 0.268 0.567 -2.703
H -1.096 1.504 -2.173
H 2.456 2.683 -2.534
H 2.599 2.539 -1.185
O 2.030 3.124 -1.764
H -2.283 -3.237 -3.064
H -1.271 -4.142 -2.501
O -1.799 -3.339 -2.300
H 0.556 3.708 -0.771
H -0.585 2.783 -0.486
O -0.261 3.637 -0.209
H -2.691 -0.168 -0.050
H -4.034 0.100 0.413
O -3.273 -0.381 0.683
H 3.169 1.754 3.357
H 2.469 2.746 2.456
O 3.192 2.097 2.523
H 4.129 1.858 0.250
H 2.771 1.314 0.867
O 3.247 1.450 0.014
H -2.485 -3.624 -0.849
H -3.152 -2.818 0.268
O -3.107 -3.738 0.068
H 0.264 3.055 1.280
H -0.030 1.810 2.177
O 0.550 2.488 1.983
```

The structure with the least stability is entry i.

Entry i
The following is a quantum chemistry calculation of one molecule with the formula C6H9N3O2, from the Open Molecules 2025 dataset.

Its LUMO energy is -0.908 eV. As for the HOMO energy: -8.775 eV.

The geometry in XYZ format:
```
20
C6H9N3O2 ωB97M-V with the def2-TZVPD basis set
C 0.867 1.678 0.043
C -0.443 1.027 0.128
C 2.743 0.127 -0.225
C -1.635 2.096 0.219
C -1.091 -2.360 -0.562
C -1.657 -1.094 0.063
N 1.960 0.999 0.003
N -0.479 -0.216 0.116
N 3.765 -0.527 0.360
O 4.779 0.149 0.157
O 3.685 -1.683 0.684
H 0.919 2.749 -0.048
H -2.433 1.899 -0.560
H -2.410 2.018 1.012
H -1.256 3.064 0.145
H -0.572 -2.168 -1.588
H -1.926 -2.999 -0.719
H -0.326 -2.652 0.163
H -2.000 -1.376 1.013
H -2.490 -0.732 -0.404
```

Entry ii
The following is a quantum chemistry calculation of one molecule with the formula C6H9N3O2, from the Open Molecules 2025 dataset.

Its LUMO energy is 0.484 eV. As for the HOMO energy: -7.673 eV.

The geometry in XYZ format:
```
20
C6H9N3O2 ωB97M-V with the def2-TZVPD basis set
C -0.976 2.129 0.325
C -0.804 0.892 -0.147
C 1.153 0.832 1.087
C 1.899 -0.367 1.096
C -0.402 -0.813 -1.571
C -2.198 -1.179 0.069
N 1.016 1.955 1.594
N 2.890 -0.303 0.155
N -1.294 -0.225 -0.637
O 1.632 -1.327 1.798
O -0.099 2.711 1.223
H -1.726 2.683 -0.074
H 0.447 -1.162 -1.150
H -0.930 -1.564 -1.991
H 0.040 -0.027 -2.317
H -1.626 -1.546 0.832
H -2.877 -0.539 0.518
H -2.723 -1.928 -0.612
H 2.818 0.370 -0.618
H 3.762 -0.592 0.419
```

The structure with the least stability is entry i.

Entry i
The following is a quantum chemistry calculation of a 2-piece molecular cluster, C12H14NO2 overall, from the Open Molecules 2025 dataset.

Its LUMO energy is 3.377 eV. As for the HOMO energy: -4.442 eV. The charge is -1.

The geometry in XYZ format:
```
29
C12H14NO2 ωB97M-V with the def2-TZVPD basis set
C 2.687 0.942 -2.969
C 0.075 -0.527 -0.719
C 0.823 -0.616 -1.930
C 1.783 0.433 -1.879
C 1.519 1.131 -0.729
C -1.090 -1.282 -0.593
C -1.368 -2.258 -1.537
C -0.539 -2.435 -2.653
C 0.536 -1.602 -2.877
N 0.554 0.508 0.009
H -1.737 -1.184 0.276
H -2.261 -2.874 -1.452
H 0.166 0.983 0.945
H -0.768 -3.244 -3.345
H 2.130 1.859 -0.222
H 1.064 -1.695 -3.818
H 3.075 1.926 -2.724
H 2.148 1.090 -3.899
H 3.470 0.215 -3.223
C -1.829 0.528 2.622
C -1.316 -0.869 3.017
C -0.788 1.607 2.958
O 0.050 1.891 2.033
O -0.851 2.131 4.070
H -2.170 0.525 1.589
H -2.676 0.684 3.283
H -1.213 -0.904 4.101
H -0.325 -1.095 2.629
H -2.021 -1.657 2.753
```

Entry ii
The following is a quantum chemistry calculation of a 2-piece molecular cluster, C12H14NO2 overall, from the Open Molecules 2025 dataset.

Its LUMO energy is 3.265 eV. As for the HOMO energy: -4.573 eV. The charge is -1.

The geometry in XYZ format:
```
29
C12H14NO2 ωB97M-V with the def2-TZVPD basis set
C 0.430 0.331 -3.616
C 0.528 0.154 -2.131
C 0.036 -0.818 -1.321
C 1.386 0.947 -1.262
C 1.317 0.372 0.019
C 2.009 2.185 -1.465
C 2.166 0.892 0.997
C 2.809 2.707 -0.471
C 2.937 2.001 0.728
N 0.499 -0.717 -0.034
H 1.077 1.164 -3.906
H -0.572 0.602 -3.904
H -0.653 -1.593 -1.536
H -0.029 -1.249 0.671
H 2.059 2.514 -2.476
H 2.409 0.431 1.949
H 3.258 3.692 -0.492
H 3.626 2.412 1.452
H 0.797 -0.516 -4.195
C -2.970 -0.569 1.768
C -1.850 -0.002 2.660
C -2.660 -2.011 1.304
O -1.470 -2.260 0.991
O -3.631 -2.788 1.260
H -3.927 -0.498 2.274
H -2.997 0.073 0.887
H -2.206 0.919 3.132
H -0.988 0.295 2.063
H -1.483 -0.727 3.383
```

The structure with the least stability is entry ii.

Entry i
The following is a quantum chemistry calculation of a 2-piece molecular cluster, C2H6NOS overall, from the Open Molecules 2025 dataset.

Its LUMO energy is 4.061 eV. As for the HOMO energy: -2.718 eV. The charge is -1.

The geometry in XYZ format:
```
11
C2H6NOS ωB97M-V with the def2-TZVPD basis set
C -1.067 -1.537 1.971
S 0.069 -1.925 0.538
H -0.717 -0.765 2.671
H -1.157 -2.447 2.557
H -1.978 -1.151 1.526
C 0.681 1.646 -1.296
N -0.315 1.381 -0.416
O 0.900 2.720 -1.817
H 1.253 0.725 -1.516
H -0.323 0.408 -0.088
H -0.548 2.234 0.069
```

Entry ii
The following is a quantum chemistry calculation of a 2-piece molecular cluster, C2H6NOS overall, from the Open Molecules 2025 dataset.

Its LUMO energy is 4.182 eV. As for the HOMO energy: -2.728 eV. The charge is -1.

The geometry in XYZ format:
```
11
C2H6NOS ωB97M-V with the def2-TZVPD basis set
C -1.298 -2.151 0.599
S -1.588 -0.361 0.486
H -1.466 -2.567 1.605
H -0.317 -2.503 0.271
H -2.099 -2.650 0.038
C 1.119 2.318 -0.712
N 1.177 1.032 -0.277
O 1.815 2.828 -1.572
H 0.322 2.909 -0.229
H 0.263 0.526 -0.127
H 2.072 0.619 -0.082
```

Entry iii
The following is a quantum chemistry calculation of a 2-piece molecular cluster, C2H6NOS overall, from the Open Molecules 2025 dataset.

Its LUMO energy is 4.195 eV. As for the HOMO energy: -2.727 eV. The charge is -1.

The geometry in XYZ format:
```
11
C2H6NOS ωB97M-V with the def2-TZVPD basis set
C 2.263 0.940 -0.110
S 1.530 -0.741 -0.157
H 1.874 1.414 0.803
H 3.347 0.900 -0.004
H 2.019 1.599 -0.952
C -2.040 -1.008 0.625
N -1.630 -0.397 -0.523
O -3.193 -0.888 1.021
H -1.203 -1.549 1.084
H -0.626 -0.371 -0.752
H -2.340 0.103 -1.036
```

The structure with the least stability is entry ii.

Entry i
The following is a quantum chemistry calculation of a 2-piece molecular cluster, C6H10FN overall, from the Open Molecules 2025 dataset.

Its LUMO energy (alpha / beta) is 0.689 / 0.630 eV. As for the HOMO energy (alpha / beta): -7.456 / -7.248 eV.

The geometry in XYZ format:
```
18
C6H10FN ωB97M-V with the def2-TZVPD basis set
C -1.177 -2.652 -0.254
C -1.378 -1.521 0.346
C -0.124 0.673 -0.157
C 1.170 -0.259 1.769
C 0.181 1.848 -2.263
C 0.456 0.968 1.083
N -0.195 0.832 -1.384
F -2.354 -1.082 1.168
H -1.785 -3.541 -0.171
H -0.371 -2.812 -0.858
H 1.336 -0.102 2.848
H 0.470 -1.082 1.586
H 2.131 -0.573 1.305
H 0.057 1.329 -3.140
H 1.250 2.181 -2.299
H -0.420 2.793 -2.300
H -0.370 1.130 1.901
H 1.123 1.871 0.821
```

Entry ii
The following is a quantum chemistry calculation of one molecule with the formula C6H10FN, from the Open Molecules 2025 dataset.

Its LUMO energy is 0.944 eV. As for the structure (SMILES): NC1(/C=C\F)CCC1. As for the HOMO energy: -9.207 eV.

The geometry in XYZ format:
```
18
C6H10FN ωB97M-V with the def2-TZVPD basis set
C 0.275 0.028 0.106
C -0.836 -0.946 -0.449
C -0.113 -1.134 -1.736
C 0.599 0.281 -1.369
C -0.381 1.225 0.731
C -0.840 1.096 1.979
H 1.232 -0.819 1.770
H 1.979 0.389 0.995
H -1.524 -0.187 -0.779
H -1.256 -1.737 0.183
H -0.817 -1.200 -2.729
H 0.638 -1.919 -1.798
H 0.131 1.126 -1.734
H 1.661 0.385 -1.481
H -0.436 2.190 0.261
H -1.350 1.772 2.635
N 1.478 -0.431 0.813
F -0.440 -0.121 2.603
```

The structure with the least stability is entry i.

Entry i
The following is a quantum chemistry calculation of one molecule with the formula C2H7NO4, from the Open Molecules 2025 dataset.

Its LUMO energy is 0.708 eV. As for the structure (SMILES): COC(O)(O)NO. As for the HOMO energy: -9.170 eV.

The geometry in XYZ format:
```
14
C2H7NO4 ωB97M-V with the def2-TZVPD basis set
C 0.288 -0.777 0.035
C -1.095 1.284 -1.063
N 1.282 -0.003 0.677
O -0.858 0.396 -0.003
O -0.200 -1.839 0.702
O 0.684 -1.082 -1.219
O 1.016 0.104 2.081
H -0.524 -1.517 1.558
H 0.138 -1.813 -1.538
H 1.792 -0.287 2.504
H 0.960 0.944 0.256
H -2.176 1.356 -1.209
H -0.701 2.270 -0.788
H -0.608 0.964 -1.994
```

Entry ii
The following is a quantum chemistry calculation of a 3-piece molecular cluster, C2H7NO4 overall, from the Open Molecules 2025 dataset.

Its LUMO energy is 0.589 eV. As for the structure (SMILES): N=C=O.CO.OO. As for the HOMO energy: -10.151 eV.

The geometry in XYZ format:
```
14
C2H7NO4 ωB97M-V with the def2-TZVPD basis set
C -0.761 1.696 0.440
O 0.535 1.493 -0.089
H 0.477 0.056 -1.310
H -0.957 1.012 1.277
H -0.893 2.729 0.778
H -1.466 1.487 -0.369
C 0.467 -1.789 0.818
N 1.529 -1.349 1.135
O 0.398 -0.875 -1.598
O -0.975 -1.045 -1.872
O -0.616 -2.190 0.760
H -1.271 -1.681 -1.198
H 1.177 1.612 0.608
H 2.357 -1.154 0.618
```

Entry iii
The following is a quantum chemistry calculation of a 3-piece molecular cluster, C2H7NO4 overall, from the Open Molecules 2025 dataset.

Its LUMO energy is 0.488 eV. As for the structure (SMILES): O=CNC=O.O.O. As for the HOMO energy: -9.780 eV.

The geometry in XYZ format:
```
14
C2H7NO4 ωB97M-V with the def2-TZVPD basis set
O 1.319 -1.386 0.980
C 0.980 -1.243 -0.160
N 0.850 -0.060 -0.911
C 1.608 1.062 -0.552
O 2.412 1.127 0.326
H 0.653 -2.122 -0.746
H -0.126 0.098 -1.170
H 1.457 1.900 -1.256
H -0.415 -0.615 1.828
H -1.128 0.546 2.510
O -1.016 0.124 1.653
H -2.784 -0.033 -1.323
H -1.885 0.275 -0.103
O -1.925 0.325 -1.076
```

The structure with the least stability is entry ii.

Entry i
The following is a quantum chemistry calculation of C20H34BCdO10 as an isolated structure, from the Open Molecules 2025 dataset.

Its LUMO energy is -1.878 eV. As for the HOMO energy: -11.033 eV. The charge is +1.

The geometry in XYZ format:
```
66
C20H34BCdO10 ωB97M-V with the def2-TZVPD basis set
Cd -0.968 0.038 0.280
B -2.922 0.512 0.854
H -2.939 0.528 -0.224
H -3.886 0.699 1.300
H -2.568 -0.423 1.258
H -2.235 1.286 1.162
O -0.608 2.108 -0.540
C -0.111 3.234 -0.399
O 0.297 3.760 0.806
C 0.623 5.154 0.739
C 0.003 5.635 -0.618
C -0.088 4.324 -1.463
H 1.691 5.368 0.774
H 0.131 5.604 1.602
H 0.580 6.424 -1.101
H -1.001 6.050 -0.542
H 0.730 4.113 -2.153
H -0.948 4.336 -2.133
O 1.021 -0.148 -0.142
C 1.954 -0.433 -0.865
O 1.828 -1.307 -1.938
C 3.121 -1.560 -2.508
C 3.915 -0.296 -2.199
C 3.397 0.222 -0.809
H 3.127 -1.955 -3.524
H 3.516 -2.382 -1.911
H 3.783 0.350 -3.067
H 4.988 -0.485 -2.206
H 3.284 1.298 -0.672
H 4.053 -0.201 -0.048
O -0.706 -1.950 0.879
C -0.571 -3.137 1.112
O 0.589 -3.602 1.564
C 0.602 -5.031 1.823
C -0.848 -5.368 1.810
C -1.487 -4.251 0.950
H 1.057 -5.353 2.760
H 1.152 -5.454 0.982
H -1.059 -5.403 2.878
H -1.126 -6.373 1.493
H -2.514 -4.028 1.237
H -1.529 -4.476 -0.116
O -0.143 0.632 2.069
C 0.152 1.357 2.934
O -0.695 1.921 3.710
C -0.078 2.840 4.593
C 1.298 3.038 4.139
C 1.538 1.826 3.242
H -0.094 2.485 5.623
H -0.579 3.808 4.554
H 1.977 3.123 4.988
H 1.475 3.884 3.475
H 2.023 0.975 3.721
H 2.191 2.087 2.410
O -1.197 -0.585 -1.629
C -1.690 -1.271 -2.520
O -3.055 -1.222 -2.635
C -3.454 -1.917 -3.809
C -2.296 -2.954 -4.073
C -1.079 -2.200 -3.549
H -3.491 -1.246 -4.667
H -4.408 -2.396 -3.590
H -2.185 -3.156 -5.138
H -2.539 -3.842 -3.491
H -0.625 -1.805 -4.458
H -0.371 -2.808 -2.986
```

Entry ii
The following is a quantum chemistry calculation of C20H34BCdO10 as an isolated structure, from the Open Molecules 2025 dataset.

Its LUMO energy is -1.670 eV. As for the HOMO energy: -11.343 eV. The charge is +1.

The geometry in XYZ format:
```
66
C20H34BCdO10 ωB97M-V with the def2-TZVPD basis set
Cd 3.729 -23.138 6.374
B 2.474 -24.131 4.753
H 1.548 -24.640 4.290
H 2.052 -23.316 5.436
H 3.153 -24.795 5.390
H 3.140 -23.745 3.882
O 4.677 -24.885 7.368
C 5.185 -25.958 7.498
O 6.311 -26.127 8.233
C 6.718 -27.503 8.125
C 6.150 -27.982 6.824
C 4.786 -27.267 6.818
H 6.393 -28.100 8.977
H 7.806 -27.569 8.101
H 6.051 -29.069 6.776
H 6.752 -27.796 5.933
H 4.067 -27.815 7.423
H 4.378 -27.030 5.839
O 3.233 -21.034 6.120
C 3.301 -20.026 5.452
O 4.044 -19.900 4.391
C 3.967 -18.617 3.761
C 2.673 -18.021 4.352
C 2.561 -18.735 5.699
H 4.066 -18.790 2.692
H 4.813 -17.962 3.991
H 1.819 -18.112 3.684
H 2.730 -16.967 4.629
H 1.545 -18.849 6.063
H 3.124 -18.190 6.461
O 5.021 -22.147 8.257
C 5.871 -22.316 9.081
O 5.559 -22.197 10.384
C 6.372 -23.043 11.196
C 7.639 -23.318 10.376
C 7.274 -22.777 8.971
H 5.794 -23.934 11.456
H 6.605 -22.676 12.196
H 7.911 -24.356 10.185
H 8.558 -22.847 10.717
H 7.447 -23.532 8.209
H 7.863 -21.882 8.750
O 5.643 -23.104 5.483
C 6.645 -23.523 4.989
O 7.572 -24.149 5.773
C 8.812 -24.345 5.054
C 8.441 -24.196 3.567
C 7.064 -23.529 3.559
H 9.072 -25.389 5.191
H 9.560 -23.619 5.358
H 8.434 -25.180 3.096
H 9.106 -23.646 2.901
H 6.388 -24.069 2.903
H 7.186 -22.468 3.328
O 2.443 -23.148 8.021
C 1.865 -23.163 9.071
O 2.507 -23.358 10.236
C 1.629 -23.198 11.370
C 0.266 -23.471 10.774
C 0.382 -22.950 9.331
H 1.678 -22.143 11.656
H 1.941 -23.828 12.195
H -0.530 -22.925 11.283
H 0.047 -24.538 10.820
H 0.210 -21.875 9.337
H -0.260 -23.586 8.731
```

The structure with the least stability is entry i.